# 1
120
Properties=species:S:1:pos:R:3:forces:R:3 method="wB97M-V/def2-TZVPD" e_tot_ha=-2948.47164 gap_ev=8.4196 multiplicity=1 e_lumo_ev=-1.41 total_charge=0
Cl 1.582 -1.810 -0.470 0.21 -0.02 -0.13
O 4.286 5.968 7.040 0.07 -0.08 -0.09
O 5.093 -6.369 4.349 -0.12 0.05 0.19
O 2.129 1.214 -1.335 0.38 0.81 0.27
O -5.192 -0.237 -2.736 -0.01 0.07 -0.08
O 0.507 0.383 6.503 -0.04 -0.07 -0.03
O 0.058 -0.729 3.686 0.02 -0.63 0.47
O -2.012 -3.605 -2.732 0.04 0.06 0.04
O -3.953 3.431 -7.867 -0.16 -0.04 0.05
O 1.071 1.243 3.329 -0.50 0.09 -0.19
O 2.642 -8.364 7.865 0.03 0.05 0.01
O -2.731 1.030 -0.653 -0.09 0.07 -0.05
O -3.694 2.323 -3.531 -0.16 -0.10 0.00
O 1.477 -3.938 3.308 -0.06 0.19 0.05
O 4.498 -5.443 7.780 -0.12 -0.01 -0.04
O 2.420 -0.582 -3.772 0.00 0.04 0.19
O 0.691 2.278 -10.865 0.08 -0.07 -0.09
O 2.284 3.589 5.561 0.04 0.05 -0.03
O -0.785 -0.571 -2.819 0.19 -0.15 0.14
O 1.302 3.194 2.255 0.29 0.99 0.05
O -0.376 1.215 -6.858 0.02 0.05 -0.07
C 0.699 -0.076 1.439 0.30 0.48 -0.09
C 1.616 4.834 5.416 0.00 -0.03 -0.04
C -3.150 -2.799 -3.011 0.15 0.00 0.07
C 3.515 -4.433 7.997 0.09 -0.19 -0.17
C 1.018 1.152 0.979 0.12 -0.69 0.03
C -1.045 -1.535 0.312 -0.31 0.12 0.41
C 1.896 3.031 -10.847 -0.04 -0.01 0.01
C 3.547 -0.222 -4.554 -0.04 -0.03 -0.08
C 0.416 -4.597 3.993 0.01 -0.01 -0.03
C 0.414 -1.408 0.820 -0.46 -0.25 0.21
C 0.192 2.832 -0.972 -0.07 0.06 -0.28
C 0.564 0.031 2.928 0.19 0.42 -0.30
C 1.521 -7.583 7.495 0.24 0.00 0.05
C -4.384 3.568 -3.451 0.01 0.06 -0.05
C -0.314 1.538 6.532 0.04 -0.03 0.02
C -4.514 4.035 -9.027 0.03 -0.01 0.02
C -1.809 -2.742 0.900 0.01 -0.11 -0.13
C -0.649 2.313 -7.732 0.07 -0.13 0.05
C 3.997 -5.542 3.955 0.37 0.03 0.07
C 4.804 4.855 7.759 -0.05 0.03 0.03
C -6.332 0.549 -3.033 0.04 -0.13 0.03
C 1.152 2.028 2.174 -0.02 -0.88 0.06
C -0.958 0.460 -3.789 0.09 -0.14 0.08
C -3.806 1.942 -0.485 0.04 0.00 0.05
B 1.160 1.715 -0.494 -0.26 -0.08 -0.23
H 5.866 -5.807 4.460 0.01 -0.07 -0.08
H 4.076 5.660 6.153 0.00 0.01 0.04
H 0.144 -0.835 -2.812 0.01 0.08 -0.12
H 4.073 4.046 7.827 0.00 0.00 0.00
H 1.704 -7.051 6.555 -0.09 0.04 0.00
H -4.432 0.356 -2.686 -0.07 0.00 0.01
H 3.781 -4.795 4.725 -0.15 0.05 -0.07
H 1.269 -6.861 8.278 -0.09 0.04 -0.06
H 1.929 5.348 4.502 -0.05 0.05 0.00
H -3.988 1.869 -4.328 0.11 0.08 -0.05
H -7.180 -0.131 -3.083 -0.02 0.03 -0.01
H -1.370 1.283 6.663 -0.01 0.00 0.01
H 3.391 -7.767 7.986 -0.02 -0.01 0.00
H 2.547 -4.751 7.600 -0.06 0.12 0.05
H -0.098 3.205 -7.418 -0.04 0.05 -0.03
H 2.279 3.211 -11.854 0.00 0.02 0.00
H -3.570 2.928 -0.893 0.01 -0.06 0.09
H 1.618 -3.089 3.742 -0.02 -0.03 -0.02
H 0.678 -8.257 7.355 0.01 -0.02 0.00
H -5.542 4.365 -8.856 0.00 0.02 0.00
H -4.481 2.656 -7.652 0.05 0.01 -0.03
H -4.726 1.575 -0.949 0.03 0.04 0.08
H 0.563 1.014 -6.906 -0.03 -0.01 -0.01
H -4.027 4.071 -2.555 -0.02 0.03 -0.07
H -1.048 -1.558 -0.781 0.05 0.07 0.27
H -2.630 -2.414 1.547 0.18 -0.06 -0.10
H 0.872 1.424 -11.271 -0.03 0.04 0.00
H 3.805 -3.487 7.533 -0.03 0.03 0.03
H -1.714 2.516 -7.664 0.03 0.05 0.00
H 3.127 -6.178 3.822 0.02 -0.04 0.01
H -2.012 0.723 -3.759 0.00 0.07 -0.11
H -0.695 0.140 -4.794 -0.03 -0.02 0.04
H -3.034 -2.272 -3.962 -0.09 0.03 -0.01
H 2.673 2.543 -10.253 0.00 0.01 0.01
H -0.202 2.140 5.625 -0.01 0.00 0.01
H 2.946 1.019 -0.857 -0.24 -0.60 -0.03
H 5.039 5.209 8.761 0.01 -0.01 0.00
H 2.479 -0.101 -2.937 -0.15 0.06 -0.03
H -0.854 2.495 -0.954 0.18 0.06 0.06
H 3.429 -4.287 9.071 0.01 -0.01 0.01
H -0.371 1.344 -3.528 -0.02 0.04 -0.06
H -4.013 -3.459 -3.072 0.00 0.00 0.00
H -3.318 -2.068 -2.218 -0.10 0.04 -0.02
H 4.487 -0.499 -4.069 0.00 -0.01 0.00
H 2.050 3.035 4.809 0.00 -0.01 0.05
H 0.266 -5.552 3.496 -0.01 0.00 0.01
H 0.009 2.139 7.379 0.00 0.02 -0.02
H -0.513 -4.024 3.946 0.00 0.00 0.00
H -5.464 3.426 -3.368 0.01 0.00 0.02
H 0.267 3.681 -0.276 -0.04 -0.16 -0.07
H -1.576 -0.618 0.594 0.11 -0.16 -0.22
H 0.666 -4.781 5.042 0.01 -0.02 0.00
H 4.213 -5.033 3.015 -0.14 0.04 -0.02
H 0.528 4.720 5.398 -0.01 -0.03 0.00
H -4.167 4.196 -4.317 0.01 -0.01 0.00
H -4.495 3.358 -9.885 0.02 0.01 -0.01
H -1.259 -3.005 -2.689 -0.02 -0.02 -0.05
H -2.560 0.921 -1.597 0.09 -0.01 0.04
H 3.566 0.851 -4.772 -0.01 0.00 0.00
H 4.584 -5.576 6.829 0.06 -0.12 0.00
H -0.392 2.078 -8.767 -0.02 0.05 0.06
H -6.244 1.059 -3.998 -0.03 0.00 -0.03
H -1.156 -3.389 1.498 -0.07 0.09 -0.10
H -3.973 2.039 0.586 -0.01 -0.01 0.01
H 5.718 4.468 7.302 0.01 0.01 0.01
H -6.530 1.297 -2.260 -0.03 0.01 0.00
H -3.902 4.904 -9.256 -0.01 0.00 -0.01
H 0.580 -2.165 1.596 0.04 0.17 -0.19
H 1.887 5.440 6.277 -0.05 0.02 0.00
H 0.244 -0.152 5.745 0.02 0.06 -0.02
H 1.660 3.989 -10.389 0.02 0.01 0.00
H 0.445 3.187 -1.978 -0.09 -0.06 0.16
H 3.473 -0.767 -5.493 0.02 0.01 -0.01
H -2.237 -3.363 0.105 0.09 0.13 0.12

=====

# 2
117
Properties=species:S:1:pos:R:3:forces:R:3 method="wB97M-V/def2-TZVPD" s2=0.7542 e_tot_ha=-2305.89941 gap_ev="7.8952 / 2.7350" multiplicity=2 e_lumo_ev="-2.47 / -7.63" total_charge=+1
O -18.955 -11.878 17.264 -0.43 -0.49 1.00
O -15.095 -19.923 12.817 -1.12 -0.50 -1.42
O -19.517 -14.454 13.536 1.30 -0.30 -0.69
O -22.681 -14.120 20.341 0.73 0.76 -2.93
O -15.150 -11.950 17.972 1.81 0.34 1.03
O -21.776 -14.720 14.896 -0.11 -0.85 -1.18
O -23.876 -10.403 15.003 0.74 -0.79 1.75
O -19.611 -16.349 17.806 -0.11 -0.09 -0.22
O -17.625 -7.344 15.287 -1.53 0.49 -0.22
O -20.274 -18.954 11.952 1.30 0.65 0.83
O -17.145 -10.790 12.923 -0.09 -0.04 0.45
O -16.247 -15.073 14.071 0.03 -0.60 -0.19
O -16.098 -16.291 16.762 0.31 -0.97 0.21
O -12.593 -8.920 13.389 0.30 -0.21 0.41
O -18.483 -14.449 16.124 0.59 0.11 0.24
N -17.818 -18.775 13.589 0.95 4.18 -1.88
N -18.722 -9.805 15.330 -0.73 0.32 -2.16
N -21.739 -12.744 16.997 -0.89 -0.67 -0.55
N -13.803 -10.557 16.007 0.91 1.18 2.09
C -15.892 -21.039 12.441 0.40 -1.79 -0.16
C -18.463 -11.251 13.314 0.56 -0.24 0.08
C -15.453 -13.294 18.328 0.00 0.09 -1.31
C -13.838 -9.255 15.358 -1.44 -0.90 -1.55
C -15.468 -19.387 14.041 1.15 0.51 0.51
C -24.902 -10.522 14.063 -0.07 0.06 0.15
C -19.071 -7.354 15.363 0.39 -0.87 1.48
C -21.470 -19.625 11.640 -0.86 0.51 0.68
C -21.879 -14.049 19.134 -1.34 0.86 0.61
C -22.163 -11.534 16.252 0.13 -0.54 1.20
C -19.276 -10.146 13.983 0.47 -0.48 0.40
C -18.786 -17.676 13.341 -1.46 -1.87 2.24
C -22.351 -15.216 21.135 -0.97 1.13 0.73
C -22.412 -12.847 18.293 0.25 -0.72 0.31
C -17.167 -6.574 14.186 0.78 -1.06 0.27
C -16.433 -11.722 12.129 -0.67 0.11 -0.59
C -20.193 -18.315 13.257 0.11 0.28 -2.52
C -13.492 -10.242 17.447 -0.27 -2.47 -0.59
C -13.841 -9.472 13.842 0.59 1.65 -1.05
C -23.614 -11.626 15.787 0.54 1.43 -1.50
C -13.723 -11.592 18.198 -1.01 1.28 -0.26
C -19.427 -8.703 16.029 0.67 -0.74 -0.65
C -16.505 -18.280 14.019 -0.25 -2.30 0.75
C -12.331 -8.973 12.026 0.16 -0.37 -0.83
H -22.138 -16.146 20.607 0.16 0.00 -0.17
H -14.562 -18.891 14.390 0.05 -0.05 0.36
H -15.411 -11.433 11.882 -0.18 0.71 0.32
H -20.824 -13.970 19.398 0.33 0.43 0.06
H -21.547 -14.836 21.766 0.22 -0.93 0.48
H -20.440 -14.492 13.787 -1.03 -0.07 0.81
H -13.016 -12.331 17.820 -0.32 -0.31 -0.24
H -12.340 -10.001 11.663 -0.20 -0.28 -0.14
H -12.454 -9.909 17.474 0.06 -0.21 0.28
H -15.214 -13.637 19.335 0.25 0.45 0.19
H -21.996 -14.997 18.609 -0.18 -0.06 -0.42
H -15.415 -14.616 13.952 0.35 0.23 0.02
H -23.589 -12.481 15.111 -0.56 -0.24 -0.11
H -18.968 -8.886 17.001 -0.57 1.12 0.53
H -20.747 -12.637 17.158 0.46 0.23 0.15
H -14.605 -8.932 13.283 -0.51 0.55 0.36
H -12.984 -8.373 11.393 -0.67 0.05 0.16
H -14.111 -9.462 17.891 -0.29 0.11 -0.11
H -19.480 -17.239 18.132 0.11 -0.28 0.05
H -16.214 -17.459 13.364 -0.21 0.27 -0.36
H -17.464 -5.526 14.248 -0.05 -0.04 -0.16
H -19.503 -14.745 12.624 0.05 0.16 -0.38
H -18.496 -14.762 15.219 -0.24 0.22 -0.46
H -20.856 -17.449 13.246 -0.50 -0.15 0.39
H -25.832 -10.897 14.490 -0.02 -0.54 0.08
H -21.523 -11.448 15.374 -0.10 0.09 0.05
H -15.884 -16.138 15.842 -0.02 0.58 -0.16
H -19.327 -9.379 13.210 0.18 0.79 0.30
H -23.316 -15.272 21.640 0.50 -0.94 0.93
H -22.325 -18.982 11.847 -0.16 0.30 -0.10
H -16.086 -6.700 14.225 0.09 0.51 -0.03
H -13.522 -11.444 19.259 -0.24 -0.19 0.21
H -18.549 -12.626 16.826 0.25 -0.41 -0.22
H -16.967 -21.005 12.614 -0.07 0.48 0.14
H -16.519 -13.441 18.152 -0.06 0.19 0.13
H -16.559 -17.876 15.030 -0.36 0.26 0.16
H -14.047 -10.482 13.487 0.70 -0.59 0.51
H -15.706 -20.179 14.751 -0.24 0.04 0.20
H -20.314 -10.444 14.132 0.04 -0.38 -0.16
H -25.176 -9.520 13.735 0.42 -0.02 -0.34
H -18.328 -12.117 13.963 -0.08 -0.07 0.29
H -20.430 -19.040 14.035 0.12 0.21 0.28
H -23.489 -12.974 18.187 0.01 -0.40 -0.28
H -16.319 -12.725 12.539 -0.35 -0.18 0.56
H -18.785 -17.024 14.214 0.24 0.09 -0.01
H -19.016 -11.603 12.444 -0.01 0.02 -0.35
H -14.782 -8.787 15.637 -0.03 0.61 0.07
H -22.021 -15.532 15.340 -0.11 -0.18 0.09
H -11.345 -8.592 11.761 0.22 0.05 0.71
H -13.008 -8.601 15.624 0.04 -0.28 -0.01
H -21.688 -14.079 15.602 -0.07 1.11 1.32
H -24.503 -11.155 13.270 -0.63 -0.02 -0.48
H -17.796 -19.358 12.764 -0.19 -1.21 0.04
H -18.958 -11.185 16.604 0.37 0.84 -0.75
H -19.779 -15.828 18.591 -0.11 0.27 0.32
H -20.497 -8.909 16.023 -0.05 0.21 0.24
H -17.872 -9.313 15.092 0.97 -0.48 0.28
H -15.564 -21.958 12.927 0.11 0.12 0.97
H -16.906 -14.461 13.742 -0.34 0.33 -0.02
H -24.384 -11.741 16.549 0.15 0.00 0.10
H -22.356 -11.903 18.835 0.49 0.09 0.44
H -19.590 -7.289 14.407 0.41 0.04 -0.35
H -19.066 -15.046 16.593 -0.34 -0.31 0.32
H -17.467 -7.094 13.277 -0.35 0.48 -0.37
H -16.975 -11.821 11.188 0.04 -0.24 -0.31
H -14.749 -10.907 16.066 -0.25 -0.19 -0.32
H -18.551 -17.061 12.472 0.27 -0.49 -0.33
H -21.624 -20.477 12.302 0.20 -0.49 -0.36
H -21.493 -19.836 10.570 0.28 -0.33 0.28
H -15.767 -21.429 11.431 0.27 1.27 -0.52
H -14.944 -13.911 17.588 0.14 -0.53 0.24
H -21.944 -10.726 16.950 -0.38 0.74 -0.36
H -19.423 -6.537 15.993 0.05 0.21 -0.02
H -16.947 -15.865 16.885 -0.35 0.52 -0.05